(1)
{"formula": "C6H15NOS2", "method": "the ωB97M-V functional and the def2-TZVPD basis", "mol_weight_g_mol": 181.33, "homo_energy_ev": -8.8, "lumo_ev": 0.620, "charge": 0, "relative_energy_kj_mol": 0.0, "smiles": "CC(N)=O.CCSSCC", "homo_lumo_gap_ev": 9.45, "elements": ["C", "C", "N", "O", "H", "H", "H", "H", "H", "C", "C", "S", "S", "C", "C", "H", "H", "H", "H", "H", "H", "H", "H", "H", "H"], "xyz": [[-3.018200, 0.857534, 2.405181], [-1.898391, 0.555695, 1.433559], [-1.055753, -0.446071, 1.826389], [-1.747130, 1.152792, 0.376807], [-3.638479, 1.674756, 2.000197], [-2.616706, 1.172074, 3.383168], [-3.658002, -0.028207, 2.555931], [-1.184854, -0.943645, 2.710852], [-0.279005, -0.694132, 1.208591], [0.136157, -1.778839, -3.238850], [0.002553, -1.531975, -1.744793], [1.590274, -1.577786, -0.854174], [2.543414, 0.077171, -1.572534], [1.959576, 1.384073, -0.446787], [2.467738, 1.231169, 0.977787], [-0.854123, -1.738833, -3.722950], [0.580525, -2.770446, -3.428199], [0.782436, -1.010644, -3.695804], [-0.488883, -0.562737, -1.533763], [-0.595286, -2.325725, -1.256939], [2.334219, 2.316867, -0.910469], [0.853541, 1.409954, -0.484833], [3.570166, 1.259246, 0.999655], [2.082381, 2.048080, 1.610839], [2.131832, 0.269628, 1.401139]], "forces_ev_per_a": [[-0.46, 0.34, 0.09], [0.23, -0.06, -0.20], [0.15, -0.24, 0.13], [-0.02, -0.29, 0.46], [0.34, -0.41, 0.17], [-0.12, -0.18, -0.35], [0.29, 0.29, -0.03], [0.15, 0.42, -0.78], [-0.40, 0.08, 0.42], [0.07, -0.10, -0.21], [-0.43, 0.15, 0.19], [-0.10, 0.01, -0.01], [0.03, 0.05, 0.10], [-0.37, 0.31, -0.17], [0.14, 0.00, 0.17], [0.36, 0.01, 0.15], [-0.16, 0.39, 0.03], [-0.27, -0.31, 0.14], [0.19, -0.46, -0.05], [0.20, 0.33, -0.20], [-0.18, -0.38, 0.20], [0.50, 0.03, 0.02], [-0.42, -0.04, 0.04], [0.11, -0.31, -0.19], [0.16, 0.38, -0.10]], "lowdin_charge": [-0.022, -0.594, 0.151, 0.024, 0.086, 0.084, 0.084, 0.112, 0.065, -0.188, -0.623, 0.478, 0.495, -0.611, -0.191, 0.075, 0.072, 0.052, 0.061, 0.071, 0.072, 0.055, 0.072, 0.076, 0.042]}

(2)
{"formula": "C14H20I2N2O3", "method": "the ωB97M-V functional and the def2-TZVPD basis", "mol_weight_g_mol": 518.13, "homo_energy_ev": -8.4, "lumo_ev": -0.809, "charge": 0, "homo_lumo_gap_ev": 7.58, "elements": ["C", "N", "C", "C", "C", "C", "O", "C", "C", "C", "C", "I", "N", "C", "O", "O", "C", "C", "C", "C", "I", "H", "H", "H", "H", "H", "H", "H", "H", "H", "H", "H", "H", "H", "H", "H", "H", "H", "H", "H", "H"], "xyz": [[0.750692, 1.847247, 1.871785], [0.482908, 0.984174, 0.673770], [1.117496, -0.304869, 0.397510], [2.182111, -0.998610, 1.350097], [3.765449, -0.615758, 0.758161], [4.211623, -1.485614, -0.629218], [3.802626, 0.089760, -0.569259], [0.453493, -0.726502, -0.928318], [0.712695, -2.092520, -1.727828], [-0.009270, -3.264550, -0.871658], [-1.593455, -3.078639, -0.719060], [-2.262027, -4.654103, 0.685393], [-0.524957, 0.275402, -1.397047], [-1.398894, 0.236289, -2.614171], [-1.491945, 1.246343, -3.403193], [-2.142639, -0.897794, -2.964147], [-0.478076, 1.311142, -0.367467], [-1.401746, 2.628994, -0.373583], [-2.637267, 2.330679, 0.659555], [-2.924710, 3.615191, 1.616848], [-3.437074, 2.966497, 3.637809], [1.789180, 1.663032, 2.314522], [0.612491, 2.969916, 1.657020], [-0.044264, 1.558608, 2.654107], [2.130984, -2.136326, 1.395471], [2.154214, -0.568859, 2.418928], [4.620952, -0.397762, 1.579511], [3.830191, -1.380911, -1.691859], [3.329159, -2.215771, -0.351461], [1.854872, -2.261013, -1.827831], [0.305698, -2.003423, -2.793292], [0.215502, -4.278761, -1.352257], [0.487136, -3.238621, 0.176701], [-1.909494, -2.054528, -0.290350], [-2.189664, -3.241003, -1.684332], [-0.818951, 3.581578, -0.072162], [-1.857171, 2.708303, -1.418708], [-2.321563, 1.428403, 1.294725], [-3.600456, 2.018186, 0.107014], [-3.798515, 4.190781, 1.152798], [-1.967334, 4.245414, 1.645477]], "forces_ev_per_a": [[-0.91, 0.17, 0.86], [-1.25, -0.72, -3.19], [-3.13, 0.07, -3.44], [1.65, 1.38, -1.07], [1.16, 1.11, -2.42], [-2.73, 0.18, 1.37], [-1.70, -2.29, 4.97], [1.06, 0.41, 1.74], [-0.37, 0.82, 0.48], [0.34, 0.30, -0.04], [0.25, 0.52, -0.51], [0.18, 0.74, -0.53], [3.31, 0.73, 5.74], [-5.42, -1.97, -6.80], [1.67, -2.03, 4.17], [4.52, 4.24, 3.65], [1.05, -0.72, -0.41], [-0.45, -1.47, 0.15], [0.33, 0.01, 0.60], [0.38, -0.54, -1.80], [0.20, 0.41, -0.85], [-1.52, 0.21, -0.97], [0.33, -1.91, 0.01], [1.30, 0.53, -0.98], [-0.24, 1.68, -0.17], [-0.18, -0.69, -1.74], [-2.02, -0.40, -2.26], [2.24, -0.69, 0.24], [0.17, 1.31, -0.81], [-2.04, 0.18, 0.41], [0.28, -0.06, 1.65], [-0.35, 1.42, 0.72], [-0.96, -0.22, -1.67], [0.63, -1.82, -0.60], [1.14, 0.27, 1.48], [-0.83, -1.74, -0.61], [1.12, 0.03, 1.29], [-0.59, 1.37, -0.77], [1.66, 0.58, 0.76], [1.36, -0.62, 1.06], [-1.65, -0.78, 0.28]], "lowdin_charge": [-0.012, -0.043, -0.073, -0.048, -0.150, -0.051, -0.178, -0.043, -0.111, -0.305, -0.619, 0.642, 0.130, -0.511, -0.036, -0.138, -0.060, -0.081, -0.276, -0.645, 0.684, 0.102, 0.107, 0.107, 0.110, 0.110, 0.162, 0.123, 0.042, 0.093, 0.124, 0.109, 0.084, 0.056, 0.058, 0.118, 0.114, 0.073, 0.127, 0.061, 0.044]}

(3)
{"formula": "C3H7NO2S", "method": "the ωB97M-V functional and the def2-TZVPD basis", "mol_weight_g_mol": 121.16, "homo_energy_ev": -9.7, "lumo_ev": 0.576, "charge": 0, "relative_energy_kj_mol": 483.0, "homo_lumo_gap_ev": 10.31, "elements": ["C", "C", "C", "N", "O", "O", "S", "H", "H", "H", "H", "H", "H", "H"], "xyz": [[1.254834, -0.785531, 0.659897], [0.985037, -1.021447, -0.873583], [-1.109336, 1.726268, 0.079410], [0.002308, -0.741733, 1.348970], [-2.567473, -0.620486, 0.488081], [-0.317879, -0.490909, -1.086497], [-0.974199, -0.099495, 0.356689], [1.821103, -1.642933, 0.928299], [1.672651, 0.146092, 0.763068], [1.644500, -0.272274, -1.486580], [0.988183, -2.159595, -1.122506], [-1.243345, 1.753620, -1.013370], [-2.012838, 2.212602, 0.498441], [-0.143551, 1.995820, 0.459676]], "forces_ev_per_a": [[-0.73, -1.69, -1.79], [0.88, 0.38, -0.42], [-0.79, -1.43, -0.61], [-1.45, 0.59, -0.43], [7.01, 2.47, -0.69], [-0.95, 0.38, 0.25], [-8.23, -3.02, 0.74], [0.87, -0.24, 1.01], [2.13, 1.89, 0.36], [-0.68, -2.24, 0.81], [0.21, 2.23, 0.03], [0.55, 0.28, 0.40], [0.85, -0.69, 0.40], [0.34, 1.09, -0.08]], "lowdin_charge": [-0.292, -0.188, -0.109, -0.206, -0.426, -0.303, 0.855, 0.104, 0.071, 0.153, 0.152, 0.066, 0.080, 0.045]}

Record-wise DFT total energy values, in Eh: -1164.015368; -1475.666056; -721.778691